Molecular formula: C4H10N2O
Method: DFT, ωB97M-V/def2-TZVPD

Last column: natural (NBO) charge in e.
CARTESIAN COORDINATES (ANGSTROEM)
C: 0.539 0.078 0.645  -0.23
N: 0.774 1.530 0.569  -0.62
C: -0.125 2.384 1.101  0.53
O: -1.216 2.060 1.516  -0.62
C: -0.066 -0.541 -0.604  -0.06
C: 0.318 -2.030 -0.660  -0.63
N: -1.513 -0.445 -0.562  -0.85
H: 0.046 -0.117 1.591  0.23
H: 1.528 -0.377 0.788  0.19
H: 1.552 1.800 -0.007  0.40
H: 0.186 3.444 1.082  0.11
H: 0.444 -0.013 -1.429  0.15
H: -0.439 -2.726 -0.299  0.23
H: 0.433 -2.416 -1.673  0.21
H: 1.355 -2.159 -0.348  0.21
H: -1.872 0.485 -0.395  0.39
H: -1.946 -0.957 -1.316  0.36

Values from the calculation:
Orbital gap, eV: 9.933
SMILES: C[C@@H](N)CNC=O
2S+1: 1